Version one
DFT (the ωB97M-V functional and the def2-TZVPD basis) results for a molecular structure, C4H7NO.

```
! wB97M-V def2-TZVPD RIJCOSX def2/J DEFGRID3
* xyz 0 1
O 1.09341 -0.80425 1.37480
C 0.30734 -0.10427 0.40220
C -0.51210 -1.11151 -0.25569
N -0.92235 0.56999 -0.91036
C -0.87344 0.90173 0.55642
C 0.57357 0.68939 -0.92087
H 1.89043 -1.13739 0.93630
H 0.05904 -1.82850 -0.87943
H -1.20573 -1.63821 0.42886
H -0.60920 1.94509 0.80500
H -1.79499 0.61104 1.07042
H 1.01583 0.19559 -1.79327
H 0.97819 1.71129 -0.81439
*
```

Values from the calculation:
E_HOMO in eV: -9.37
Orbital gap in eV: 10.11

Results of the natural (NBO) charge analysis, in e, for atoms 1 through 6: atom 1 (O): -0.72, atom 2 (C): 0.17, atom 3 (C): -0.23, atom 4 (N): -0.33, atom 5 (C): -0.26, atom 6 (C): -0.28



Version two
DFT (the ωB97M-V functional and the def2-TZVPD basis) results for a single C4H7NO molecule.

```
! wB97M-V def2-TZVPD RIJCOSX def2/J DEFGRID3
* xyz 0 1
C -0.98976 1.39957 -0.28503
N 0.23914 1.67452 -0.17141
C 1.18087 0.56778 -0.07178
C 0.59360 -0.76199 0.42781
C -0.85475 -0.99399 -0.02873
O -1.61123 0.19949 -0.27889
H -1.73406 2.18270 -0.43689
H 1.99382 0.87176 0.59786
H 1.63039 0.44195 -1.06465
H 0.63584 -0.79181 1.52051
H 1.20468 -1.59798 0.06505
H -0.88823 -1.57294 -0.95645
H -1.39273 -1.53763 0.74627
*
```

Values from the calculation:
E_HOMO in eV: -9.64
SMILES string: C1=NCCCO1
Orbital gap in eV: 10.55

Results of the natural (NBO) charge analysis, in e, for atoms 1 through 6: atom 1 (C): 0.40, atom 2 (N): -0.49, atom 3 (C): -0.25, atom 4 (C): -0.46, atom 5 (C): -0.07, atom 6 (O): -0.51



Version three
DFT (the ωB97M-V functional and the def2-TZVPD basis) results for a single C4H7NO molecule.

```
! wB97M-V def2-TZVPD RIJCOSX def2/J DEFGRID3
* xyz 0 1
C -1.54418 -0.20684 0.12558
N -0.30537 -0.03174 -0.60763
C 0.41815 1.14298 -0.16702
C 1.49944 0.18892 0.61365
O 2.56689 0.34569 1.13211
C 0.70595 -1.00266 -0.24242
H -2.00291 -1.14834 -0.18629
H -1.42445 -0.21269 1.22812
H -2.21788 0.60981 -0.14711
H 0.98967 1.61726 -0.97895
H -0.28445 1.89949 0.22760
H 0.23855 -1.94834 0.09436
H 1.36060 -1.25354 -1.09202
*
```

Values from the calculation:
E_HOMO in eV: -9.16
SMILES string: CN1CC(=O)C1
Orbital gap in eV: 10.00

Results of the natural (NBO) charge analysis, in e, for atoms 1 through 6: atom 1 (C): -0.42, atom 2 (N): -0.44, atom 3 (C): -0.35, atom 4 (C): 0.60, atom 5 (O): -0.50, atom 6 (C): -0.34



Version four
DFT (the ωB97M-V functional and the def2-TZVPD basis) results for a single C4H7NO molecule.

```
! wB97M-V def2-TZVPD RIJCOSX def2/J DEFGRID3
* xyz 0 1
C -0.42809 1.35612 -0.01453
C -0.23711 -1.19060 0.51931
C 1.14368 0.82164 -0.14362
C -0.93888 -2.03638 -0.17674
O 0.75133 -0.91279 1.24587
N 1.53787 0.16839 1.02833
H -0.36166 2.20537 -0.69611
H -1.26065 0.77571 -0.40299
H -0.66012 1.73832 0.97718
H 1.12671 0.17030 -1.03004
H 1.81308 1.67010 -0.28073
H -2.00261 -1.90037 -0.32398
H -0.48355 -2.86580 -0.70194
*
```

Values from the calculation:
E_HOMO (alpha / beta) in eV: -8.46 / -7.86
Orbital gap (alpha / beta) in eV: 8.82 / 7.91

Results of the natural (NBO) charge analysis, in e, for atoms 1 through 6: atom 1 (C): -0.66, atom 2 (C): 0.40, atom 3 (C): -0.30, atom 4 (C): -0.55, atom 5 (O): -0.23, atom 6 (N): -0.19



Energy ordering: version two at the bottom, the next structure 0.0499 hartree above.



Version one
DFT (the ωB97M-V functional and the def2-TZVPD basis) results for a single C4H7NO molecule.

```
! wB97M-V def2-TZVPD RIJCOSX def2/J DEFGRID3
* xyz 0 1
O -0.32095 -0.29422 -2.57984
C 0.04205 -0.10473 -1.43555
C 1.08251 0.31173 -0.67397
C 1.00032 0.04849 0.79741
C -0.51390 0.18011 1.00002
N -1.12026 -0.43732 -0.29421
H 1.87113 0.87546 -1.13693
H 1.35932 -0.94327 1.12792
H 1.60066 0.78022 1.35995
H -0.72175 1.26354 1.01125
H -0.97146 -0.28243 1.87465
H -1.95797 0.04103 -0.62503
H -1.34970 -1.43860 -0.42566
*
```

Values from the calculation:
E_HOMO in eV: -7.32
SMILES string: [O-]C1=CCC[NH2+]1
Orbital gap in eV: 7.92

Results of the natural (NBO) charge analysis, in e, for atoms 1 through 6: atom 1 (O): -0.66, atom 2 (C): 0.58, atom 3 (C): -0.53, atom 4 (C): -0.42, atom 5 (C): -0.20, atom 6 (N): -0.65



Version two
DFT (the ωB97M-V functional and the def2-TZVPD basis) results for a molecular structure, C4H7NO.

```
! wB97M-V def2-TZVPD RIJCOSX def2/J DEFGRID3
* xyz 0 1
C 1.45946 0.91097 -0.18684
N 0.57671 -0.15732 -0.06017
C -0.64390 -0.07626 -0.76174
C -1.33410 -0.95233 0.32806
C -0.00538 -0.75025 1.07886
O 0.44873 -0.98719 2.16280
H 0.37755 1.88045 -0.41505
H 2.19995 0.91402 0.63783
H 1.92608 0.97636 -1.17144
H -0.66172 -0.31660 -1.82871
H -0.68269 1.34066 -0.72432
H -2.19113 -0.46994 0.79607
H -1.57260 -2.01258 0.14213
*
```

Values from the calculation:
E_HOMO in eV: -9.83
Orbital gap in eV: 10.65

Results of the natural (NBO) charge analysis, in e, for atoms 1 through 6: atom 1 (C): -0.34, atom 2 (N): -0.46, atom 3 (C): -0.14, atom 4 (C): -0.53, atom 5 (C): 0.71, atom 6 (O): -0.54



Energy ordering: version one at the bottom, the next structure 0.0615 hartree above.



Version one
DFT (the ωB97M-V functional and the def2-TZVPD basis) results for a single C4H7NO molecule.

```
! wB97M-V def2-TZVPD RIJCOSX def2/J DEFGRID3
* xyz 0 1
C 0.82522 -1.29464 0.53131
C 0.51517 0.05080 1.12431
C -0.51755 0.83803 0.79200
N -1.50573 0.56310 -0.17394
C -1.19360 0.55741 -1.40217
O 0.01197 0.79110 -1.95113
H 0.54764 -2.08643 1.23878
H 1.89707 -1.40701 0.33000
H 0.28063 -1.47023 -0.40140
H 1.13297 0.37564 1.95987
H -0.69041 1.75976 1.34576
H -1.93946 0.35257 -2.16827
H 0.63608 0.96988 -1.22511
*
```

Values from the calculation:
E_HOMO in eV: -8.97
SMILES string: C/C=C\N=C/O
Orbital gap in eV: 9.89

Results of the natural (NBO) charge analysis, in e, for atoms 1 through 6: atom 1 (C): -0.66, atom 2 (C): -0.25, atom 3 (C): -0.07, atom 4 (N): -0.51, atom 5 (C): 0.42, atom 6 (O): -0.68



Version two
DFT (the ωB97M-V functional and the def2-TZVPD basis) results for a single C4H7NO molecule.

```
! wB97M-V def2-TZVPD RIJCOSX def2/J DEFGRID3
* xyz 0 1
C -1.06352 -0.49361 1.15506
C -0.35372 -0.59639 -0.18251
N -0.91358 0.21146 -1.17184
C 1.08922 -0.14374 -0.23867
C 1.30502 1.23516 -0.35142
O 0.49962 2.04293 -0.82673
H -1.06276 0.55339 1.47155
H -0.56040 -1.09833 1.91571
H -2.10228 -0.82662 1.05866
H -0.27723 -1.64479 -0.53261
H -0.49640 -0.05253 -2.06915
H 1.89951 -0.86306 -0.17592
H 2.23173 1.60502 0.12274
*
```

Values from the calculation:
E_HOMO (alpha / beta) in eV: -8.80 / -9.15
Orbital gap (alpha / beta) in eV: 7.45 / 9.10

Results of the natural (NBO) charge analysis, in e, for atoms 1 through 6: atom 1 (C): -0.61, atom 2 (C): -0.18, atom 3 (N): -0.39, atom 4 (C): -0.16, atom 5 (C): 0.26, atom 6 (O): -0.48



Version three
DFT (the ωB97M-V functional and the def2-TZVPD basis) results for a single C4H7NO molecule.

```
! wB97M-V def2-TZVPD RIJCOSX def2/J DEFGRID3
* xyz 0 1
C 0.40310 1.40202 0.43305
C -0.76310 0.66497 0.53348
C -1.17534 -0.13351 -0.65855
N -0.50292 -1.05198 0.19530
C 0.93823 -1.20884 -0.03860
O 0.89430 -2.00539 -1.04542
H 1.39562 -0.13722 -0.18396
H 0.84369 1.86650 1.31184
H 0.77912 1.74311 -0.52616
H -1.33112 0.64018 1.45577
H -2.23141 -0.36115 -0.80188
H -0.65535 0.14532 -1.57899
H 1.40518 -1.56402 0.90410
*
```

Values from the calculation:
E_HOMO (alpha / beta) in eV: -8.98 / -9.54
Orbital gap (alpha / beta) in eV: 7.63 / 8.32

Results of the natural (NBO) charge analysis, in e, for atoms 1 through 6: atom 1 (C): -0.29, atom 2 (C): -0.22, atom 3 (C): -0.26, atom 4 (N): -0.25, atom 5 (C): 0.08, atom 6 (O): -0.44



Version four
DFT (the ωB97M-V functional and the def2-TZVPD basis) results for 2 unconnected molecules or ions with the total composition C4H7NO.

```
! wB97M-V def2-TZVPD RIJCOSX def2/J DEFGRID3
* xyz 0 1
C -0.70088 0.68876 2.05640
N 0.56393 0.11466 1.75124
C 1.59323 -0.36351 1.45957
C 0.67329 0.16082 -1.70620
C -0.14701 -1.04830 -1.67601
O -0.60483 0.15782 -1.08220
H -1.32869 0.62814 1.16518
H -0.56839 1.73476 2.34406
H -1.16014 0.14444 2.88534
H 1.51995 0.23819 -1.02587
H 0.73688 0.74633 -2.62259
H -0.68651 -1.35740 -2.57090
H 0.10916 -1.84470 -0.97803
*
```

Values from the calculation:
E_HOMO in eV: -10.44
Orbital gap in eV: 11.46

Results of the natural (NBO) charge analysis, in e, for atoms 1 through 6: atom 1 (C): -0.44, atom 2 (N): -0.51, atom 3 (C): 0.25, atom 4 (C): -0.12, atom 5 (C): -0.12, atom 6 (O): -0.52



Energy ordering: version one at the bottom, the next structure 0.0701 hartree above.



Version one
DFT (the ωB97M-V functional and the def2-TZVPD basis) results for a single C4H7NO molecule.

```
! wB97M-V def2-TZVPD RIJCOSX def2/J DEFGRID3
* xyz 0 1
C -0.26364 1.87966 -0.85675
C -0.18071 0.58976 -0.12511
N -1.14279 0.01262 0.49775
C -0.96246 -1.18750 1.06208
C 1.10125 -1.27172 0.13692
O 1.07850 0.07634 -0.07417
H 0.56336 2.52649 -0.54612
H -1.21933 2.36351 -0.65285
H -0.16626 1.71093 -1.93554
H -1.23433 -1.27573 2.11250
H -0.42302 -1.98587 0.56994
H 0.81627 -1.82883 -0.76914
H 2.03316 -1.60969 0.58048
*
```

Values from the calculation:
E_HOMO in eV: -7.77
Orbital gap in eV: 8.67

Results of the natural (NBO) charge analysis, in e, for atoms 1 through 6: atom 1 (C): -0.67, atom 2 (C): 0.53, atom 3 (N): -0.47, atom 4 (C): -0.19, atom 5 (C): -0.19, atom 6 (O): -0.47



Version two
DFT (the ωB97M-V functional and the def2-TZVPD basis) results for a single C4H7NO molecule.

```
! wB97M-V def2-TZVPD RIJCOSX def2/J DEFGRID3
* xyz 0 1
C -1.60229 -0.21667 -0.98170
C -0.36818 -0.05299 -0.43622
C 0.91156 -0.08490 -1.12493
N -0.33886 -0.03619 1.01133
C 0.75812 0.41062 1.77525
O 0.66150 0.50997 3.00547
H -1.76918 -0.46105 -2.05745
H -2.45327 -0.22547 -0.19432
H 0.79392 -0.15218 -2.19638
H 1.37408 -1.02827 -0.68925
H 1.58140 0.85542 -0.85410
H -1.24969 0.00933 1.52496
H 1.70090 0.47238 1.21734
*
```

Values from the calculation:
E_HOMO in eV: -8.87
SMILES string: C=C(C)NC=O
Orbital gap in eV: 9.69

Results of the natural (NBO) charge analysis, in e, for atoms 1 through 6: atom 1 (C): -0.47, atom 2 (C): 0.18, atom 3 (C): -0.66, atom 4 (N): -0.63, atom 5 (C): 0.52, atom 6 (O): -0.59



Version three
DFT (the ωB97M-V functional and the def2-TZVPD basis) results for a single C4H7NO molecule.

```
! wB97M-V def2-TZVPD RIJCOSX def2/J DEFGRID3
* xyz 0 1
C 1.38266 1.16255 0.07201
C 1.67277 -0.11832 -0.12682
C 0.62006 -1.19559 -0.00321
O -0.65356 -0.71270 0.51167
N -1.50329 -0.27469 -0.49175
C -2.44993 0.42408 0.01162
H 0.37256 1.50483 0.41405
H 2.17511 1.90184 -0.00392
H 2.63738 -0.47622 -0.49670
H 0.89505 -2.05623 0.67934
H 0.50955 -1.65378 -1.00621
H -3.17795 0.84294 -0.65102
H -2.48041 0.65129 1.09094
*
```

Values from the calculation:
E_HOMO in eV: -9.70
SMILES string: C=CCON=C
Orbital gap in eV: 10.89

Results of the natural (NBO) charge analysis, in e, for atoms 1 through 6: atom 1 (C): -0.40, atom 2 (C): -0.22, atom 3 (C): -0.11, atom 4 (O): -0.41, atom 5 (N): -0.11, atom 6 (C): -0.15



Energy ordering: version two at the bottom, the next structure 0.0784 hartree above.



Version one
DFT (the ωB97M-V functional and the def2-TZVPD basis) results for 2 unconnected molecules or ions with the total composition C4H7NO.

```
! wB97M-V def2-TZVPD RIJCOSX def2/J DEFGRID3
* xyz 0 1
N 2.32307 2.16725 0.11015
C 2.13760 0.97640 0.07044
C 1.87662 -0.30116 -0.07370
C 2.16220 -1.67882 -0.47298
O 1.73389 -1.32949 0.82400
H 1.54938 2.79884 0.05669
H 1.32298 -2.03743 -0.99988
H 3.24486 -1.86620 -0.72887
C -1.66751 0.31531 0.46455
H -1.11892 0.23930 1.47941
H -2.47105 0.86617 0.84954
H -2.07043 -0.67540 0.17035
H -0.99160 0.98573 -0.20204
*
```

Values from the calculation:
E_HOMO in eV: -8.35
SMILES string: N=C=C1CO1.C
Orbital gap in eV: 9.19

Results of the natural (NBO) charge analysis, in e, for atoms 1 through 6: atom 1 (N): -0.60, atom 2 (C): 0.34, atom 3 (C): 0.02, atom 4 (C): -0.09, atom 5 (O): -0.44, atom 6 (H): 0.37



Version two
DFT (the ωB97M-V functional and the def2-TZVPD basis) results for a single C4H7NO molecule.

```
! wB97M-V def2-TZVPD RIJCOSX def2/J DEFGRID3
* xyz 0 1
C 0.96399 -0.49278 -1.04401
C 0.53078 0.69508 -0.20365
C -0.91804 1.06118 -0.13385
N -0.25503 0.46624 0.99676
C -0.58231 -0.78327 1.49581
O -1.70172 -1.23161 1.56871
H 1.13475 -1.36992 -0.41544
H 1.89426 -0.28205 -1.57585
H 0.20620 -0.76253 -1.78515
H 1.26552 1.49197 -0.09331
H -1.22314 2.09930 -0.02425
H -1.61406 0.42619 -0.68211
H 0.29880 -1.31781 1.89633
*
```

Values from the calculation:
E_HOMO in eV: -9.81
SMILES string: C[C@H]1CN1C=O
Orbital gap in eV: 10.79

Results of the natural (NBO) charge analysis, in e, for atoms 1 through 6: atom 1 (C): -0.64, atom 2 (C): -0.05, atom 3 (C): -0.24, atom 4 (N): -0.44, atom 5 (C): 0.53, atom 6 (O): -0.56



Version three
DFT (the ωB97M-V functional and the def2-TZVPD basis) results for a single C4H7NO molecule.

```
! wB97M-V def2-TZVPD RIJCOSX def2/J DEFGRID3
* xyz 0 1
C -1.55265 0.25226 0.73208
C -0.30964 -0.31497 0.54044
N -0.05370 -1.67209 0.78050
C 0.39925 0.37588 -0.48703
C 1.62932 0.33508 -0.99252
O -0.68449 1.27799 -1.02720
H -1.71295 1.29557 0.95034
H -2.37571 -0.36820 1.06164
H -0.19376 -1.94339 1.74303
H 0.82595 -2.00513 0.41023
H 2.41345 -0.20191 -0.48465
H 1.89077 0.86288 -1.89675
H -0.27583 2.10603 -1.33011
*
```

Values from the calculation:
E_HOMO in eV: -7.80
SMILES string: C=C(N)C(=C)O
Orbital gap in eV: 8.65

Results of the natural (NBO) charge analysis, in e, for atoms 1 through 6: atom 1 (C): -0.34, atom 2 (C): 0.04, atom 3 (N): -0.80, atom 4 (C): 0.28, atom 5 (C): -0.50, atom 6 (O): -0.72



Energy ordering: version two at the bottom, the next structure 0.0526 hartree above.



Version one
DFT (the ωB97M-V functional and the def2-TZVPD basis) results for 3 unconnected molecules or ions with the total composition C4H7NO.

```
! wB97M-V def2-TZVPD RIJCOSX def2/J DEFGRID3
* xyz 0 1
C 1.21142 0.91194 0.08328
C -0.09913 1.15600 0.15754
C -0.82191 1.01080 1.38831
N -1.40524 0.93705 2.38640
H 1.77671 1.19329 -0.79723
H 1.76434 0.46321 0.90404
H -0.64882 1.56146 -0.68609
H 1.64503 -0.76189 -0.94654
H 1.16592 -1.28424 -1.17471
C -1.14438 -1.29125 -0.31991
O -0.60631 -1.79123 -1.27693
H -2.02186 -0.63108 -0.43906
H -0.81578 -1.47407 0.72090
*
```

Values from the calculation:
E_HOMO in eV: -10.36
SMILES string: C=CC#N.[H][H].C=O
Orbital gap in eV: 10.36

Results of the natural (NBO) charge analysis, in e, for atoms 1 through 6: atom 1 (C): -0.26, atom 2 (C): -0.38, atom 3 (C): 0.24, atom 4 (N): -0.31, atom 5 (H): 0.22, atom 6 (H): 0.22



Version two
DFT (the ωB97M-V functional and the def2-TZVPD basis) results for a molecular structure, C4H7NO.

```
! wB97M-V def2-TZVPD RIJCOSX def2/J DEFGRID3
* xyz 0 1
C 1.50930 0.43336 0.47603
O 0.97867 -0.64261 -0.23229
C -0.35220 -0.51336 -0.69733
C -1.42473 -0.71287 0.37204
C -0.42659 0.90130 -1.19388
N 0.21131 1.85391 -0.91164
H 1.01292 0.54204 1.45538
H 1.36040 1.67585 -0.23529
H 2.57968 0.27563 0.54571
H -0.47477 -1.25200 -1.49641
H -1.34664 -1.71039 0.81143
H -1.34007 0.03434 1.16608
H -2.41356 -0.60595 -0.08298
*
```

Values from the calculation:
E_HOMO in eV: -9.24
Orbital gap in eV: 10.01

Results of the natural (NBO) charge analysis, in e, for atoms 1 through 6: atom 1 (C): -0.24, atom 2 (O): -0.49, atom 3 (C): 0.02, atom 4 (C): -0.63, atom 5 (C): 0.24, atom 6 (N): -0.42



Energy ordering: version two at the bottom, the next structure 0.0044 hartree above.